Density functional theory data (ωB97M-V/def2-TZVPD) for a molecular structure, C24H28BCl5N6OTi.

```
66
Properties=species:S:1:pos:R:3:forces:R:3:mulliken_spin:R:1
Ti 0.075525 0.002764 -0.128105 0.10 -0.09 -0.21 0.972
C 0.164615 -4.764442 -0.071857 0.00 0.01 0.00 0.001
C -0.779955 -3.629324 -0.469600 0.00 -0.01 0.00 0.003
C -1.948714 -4.150694 -1.306906 0.01 0.01 0.00 0.001
C -1.272803 -2.892689 0.739792 0.01 -0.01 -0.01 0.001
C -2.035029 -3.347800 1.818255 0.00 -0.02 -0.02 0.000
C -2.191696 -2.244091 2.633939 0.02 0.00 -0.03 0.000
N -1.565081 -1.197868 2.082266 -0.06 -0.07 0.07 0.012
N -0.994881 -1.597694 0.908037 0.13 0.21 -0.12 -0.048
B -1.453209 0.264011 2.617349 -0.01 0.05 0.04 -0.023
N 0.062840 0.561720 2.769223 0.03 -0.03 0.04 -0.002
C 0.830735 0.781268 3.841970 0.00 0.00 -0.01 0.002
C 2.159973 0.598910 3.490693 0.02 -0.04 0.00 0.004
C 2.132824 0.232210 2.144267 -0.03 0.03 0.01 0.014
N 0.864170 0.230589 1.733490 -0.03 0.15 0.00 -0.019
C 3.204662 -0.185066 1.177036 0.00 0.01 -0.01 0.000
C 4.444213 -0.683569 1.915928 -0.02 0.01 0.00 0.001
C 2.676865 -1.270061 0.222938 0.07 -0.03 -0.06 -0.027
N -2.066734 1.180207 1.524549 -0.06 0.00 -0.02 -0.002
C -3.165759 1.942103 1.506076 0.01 -0.01 -0.01 0.002
C -3.487086 2.239226 0.190003 -0.02 -0.02 -0.02 0.005
C -2.521814 1.584228 -0.576302 0.01 0.02 0.04 0.014
N -1.675124 0.968106 0.249335 0.07 0.12 0.06 -0.019
C -2.330277 1.422728 -2.058142 0.01 0.01 0.00 0.000
C -1.777819 0.023882 -2.380811 0.01 -0.01 -0.10 -0.027
C -3.637944 1.664325 -2.808175 0.01 0.00 0.02 0.001
H 0.559025 -5.259725 -0.959046 0.00 0.00 0.00 0.000
H -0.366635 -5.510399 0.521125 0.00 0.00 0.00 0.000
H 1.003027 -4.399634 0.522925 0.00 0.00 0.00 0.000
H -0.214764 -2.907904 -1.078202 0.00 0.00 0.00 0.047
H -2.524770 -4.883633 -0.740100 0.00 0.00 0.00 0.000
H -1.582032 -4.637943 -2.210290 0.00 0.00 0.00 0.000
H -2.625237 -3.345919 -1.597487 0.00 0.00 -0.01 0.000
H -2.418990 -4.339262 1.982864 0.00 0.00 0.00 0.000
H -2.709072 -2.135376 3.572883 0.00 0.01 0.00 0.000
H -2.024930 0.387246 3.656762 0.00 -0.01 0.00 0.000
H 0.388895 1.032244 4.792096 -0.01 0.00 0.00 0.000
H 3.016376 0.694802 4.133973 0.00 0.00 0.00 0.000
H 3.486397 0.689963 0.581353 -0.01 0.00 -0.01 -0.001
H 4.209536 -1.563337 2.517740 0.01 0.00 0.00 0.000
H 4.840589 0.086607 2.576670 0.01 -0.01 0.00 0.000
H 5.227809 -0.950236 1.207961 0.00 0.00 0.00 0.000
H 2.169136 -2.073718 0.759878 0.00 0.02 0.03 -0.008
H 3.502964 -1.710186 -0.336835 0.00 -0.02 0.02 0.002
H 2.030703 -0.890732 -0.592344 0.09 0.03 0.05 0.044
H -3.664526 2.209617 2.422929 0.01 -0.01 0.01 0.000
H -4.320041 2.825887 -0.154150 0.00 0.00 0.00 0.000
H -1.598790 2.167103 -2.390885 0.01 -0.01 0.00 -0.001
H -2.341137 -0.763639 -1.876395 -0.02 0.03 0.02 -0.008
H -0.694882 -0.099234 -2.185321 -0.07 0.07 -0.04 0.044
H -1.830662 -0.160820 -3.454397 -0.02 -0.01 0.00 0.002
H -4.395357 0.936438 -2.511953 0.00 0.00 0.00 0.000
H -3.481556 1.579930 -3.882780 0.00 0.00 0.00 0.000
H -4.025292 2.662202 -2.605532 -0.01 0.00 -0.01 0.000
Cl 3.602452 6.083333 -3.138653 0.00 0.00 0.00 0.000
C 2.836257 4.678795 -2.526187 0.00 -0.02 -0.02 -0.002
C 2.143795 4.730478 -1.316630 -0.01 0.00 0.01 0.001
Cl 2.052687 6.195474 -0.433355 0.00 0.01 -0.01 0.000
C 1.523169 3.588070 -0.822904 -0.05 -0.11 0.03 -0.006
Cl 0.658585 3.611399 0.666775 -0.01 -0.01 0.00 0.003
C 1.586369 2.385322 -1.528194 0.11 0.11 -0.12 0.008
O 0.996087 1.288373 -1.063734 -0.29 -0.33 0.34 0.011
C 2.281136 2.343332 -2.736902 -0.06 -0.07 0.06 -0.003
Cl 2.336022 0.840318 -3.577076 0.01 0.00 -0.02 -0.001
C 2.903934 3.479344 -3.237524 0.02 0.05 -0.01 0.002
Cl 3.751226 3.402437 -4.724303 0.00 -0.01 0.00 0.000
```
Positions in Å, forces in eV/Å.

Computed properties:
Spin multiplicity ... 2
Max |F| ... 0.56 eV/A
Molar mass ... 652.47 g/mol
Kohn-Sham gap (alpha / beta) ... 7.9 / 8.0 eV
Charge ... +1
Calculated total energy ... -122734.531 eV
E_HOMO (alpha / beta) ... -11.25 / -11.25 eV



Density functional theory data (ωB97M-V/def2-TZVPD) for a molecular structure, C28H27N6O4Os.

```
66
Properties=species:S:1:pos:R:3:forces:R:3:mulliken_charge:R:1
Os -0.162925 0.163798 -0.296668 -0.58 -0.72 -0.29 0.082
O 0.618443 -1.221737 -4.039948 0.05 -0.17 -0.14 -0.650
C 0.672842 -0.724231 -2.947349 -0.21 0.17 0.16 0.160
N -0.404042 -0.282489 -2.173277 0.55 -0.05 -0.42 0.720
C -1.626184 0.111995 -2.802877 -0.01 0.16 0.16 0.544
C -1.988672 -0.064066 -4.135246 0.04 -0.01 0.12 -1.000
C -3.225200 0.405562 -4.542652 -0.11 0.04 -0.02 -0.643
C -4.082701 1.039502 -3.650509 0.01 -0.03 -0.07 -0.761
C -3.725445 1.223925 -2.325478 0.05 -0.06 -0.03 -0.814
C -2.485579 0.756101 -1.909505 0.20 -0.21 0.15 0.387
N -1.933042 0.847570 -0.604484 -0.80 0.52 0.15 0.770
C -2.713156 1.385559 0.446462 0.26 -0.12 -0.20 -0.493
O -3.449709 2.325844 0.329114 -0.18 0.12 0.10 -0.561
C -2.624573 0.599427 1.731095 0.08 -0.19 -0.25 0.548
C -3.374006 0.985229 2.826288 0.00 -0.07 0.06 -0.509
C -3.377299 0.148841 3.933006 0.00 -0.03 0.01 -0.514
C -2.658142 -1.035883 3.884785 -0.04 0.02 0.03 -0.801
C -1.916634 -1.323257 2.747885 0.02 0.10 -0.02 -0.127
N -1.886358 -0.514520 1.693526 -0.09 0.46 0.22 -0.066
C 1.982806 -0.475530 -2.265650 -0.06 -0.04 0.01 0.705
C 3.181514 -0.688921 -2.913811 0.01 -0.02 0.02 -0.651
C 4.354314 -0.391311 -2.236716 0.04 -0.01 -0.03 -0.507
C 4.276330 0.090288 -0.940192 0.03 0.01 0.06 -1.265
C 3.033140 0.272262 -0.359248 -0.10 -0.13 0.02 -0.355
N 1.906706 -0.002277 -1.019224 -0.09 0.78 0.28 0.265
H -1.336365 -0.562350 -4.831364 0.01 0.00 0.01 0.528
H -3.523473 0.274369 -5.574088 0.00 0.00 0.01 0.418
H -5.041977 1.402590 -3.994403 0.01 0.00 0.01 0.413
H -4.382339 1.736973 -1.642611 -0.01 0.00 0.00 0.511
H -3.941947 1.904349 2.790707 0.00 -0.01 -0.02 0.517
H -3.950469 0.407181 4.813357 0.00 0.00 0.00 0.475
H -2.668823 -1.732607 4.711642 0.00 0.02 0.00 0.437
H -1.338989 -2.239126 2.681533 0.02 0.03 0.00 0.474
H 3.164911 -1.063965 -3.927682 0.00 0.00 0.01 0.580
H 5.314098 -0.532256 -2.715193 0.00 0.00 0.01 0.465
H 5.165382 0.330766 -0.373890 -0.01 0.00 -0.02 0.491
H 2.916743 0.632827 0.651611 -0.01 0.05 0.01 0.700
N 1.692272 -5.008359 -1.225915 -0.04 0.03 0.07 -0.276
C 1.690511 -4.971825 0.128962 0.03 -0.04 0.03 0.122
O 1.792455 -5.952797 0.830168 0.02 -0.01 -0.01 -0.589
C 1.534842 -3.616607 0.774176 -0.02 -0.01 -0.07 0.279
C 2.018090 -3.440715 2.065990 0.01 -0.03 0.04 -0.427
C 1.839901 -2.219593 2.687299 -0.03 0.01 0.03 -1.080
C 1.177458 -1.205691 2.016898 -0.01 -0.04 -0.11 -0.274
N 0.701485 -1.381786 0.774689 0.46 -0.62 -0.13 0.301
C 0.877760 -2.567299 0.168580 -0.10 -0.16 0.07 -0.619
H 1.819024 -5.905670 -1.664961 0.00 0.00 -0.01 0.232
H 1.773275 -4.182979 -1.790677 0.02 -0.01 -0.03 0.168
H 2.509578 -4.271124 2.556760 -0.01 0.01 0.00 0.520
H 2.201292 -2.041690 3.690594 -0.01 0.01 -0.02 0.549
H 1.009162 -0.230352 2.450383 -0.01 0.06 -0.02 0.391
H 0.435535 -2.667351 -0.815284 0.00 0.02 0.02 0.794
C 2.000441 3.150007 0.934311 0.12 -0.14 0.02 -1.794
C 0.521140 2.851883 1.129500 -0.41 -0.07 -0.02 1.491
C -0.288004 3.563730 0.053609 -0.05 0.09 -0.05 -1.508
C 0.077560 3.295274 2.517175 -0.04 0.02 0.10 -1.674
O 0.283212 1.428948 1.103093 0.89 0.23 0.05 0.544
H 2.195463 4.209020 1.105078 -0.02 0.00 -0.01 0.533
H 2.320779 2.914809 -0.082695 -0.01 -0.02 -0.01 0.350
H 2.606088 2.580591 1.643982 -0.02 0.04 0.01 0.328
H 0.004602 4.613854 0.009367 -0.02 0.00 0.01 0.532
H -1.359212 3.520695 0.249868 0.10 0.03 -0.01 0.262
H -0.101211 3.124981 -0.929553 0.05 0.03 0.01 0.295
H 0.278652 4.357045 2.666183 -0.01 -0.01 -0.03 0.422
H 0.611603 2.734605 3.287241 0.01 0.01 -0.02 0.337
H -0.992935 3.127962 2.646229 0.01 -0.01 0.00 0.314
```
Positions in Å, forces in eV/Å.

Computed properties:
Energy relative to the best compared isomer or geometry (same formula, charge and spin) ... 38.4 kcal per mole
Max |F| ... 0.97 eV/A
Molar mass ... 701.79 g/mol
Kohn-Sham gap (alpha / beta) ... 6.6 / 6.6 eV
Charge ... +1
Calculated total energy ... -49067.584 eV
E_HOMO (alpha / beta) ... -10.83 / -10.87 eV



Density functional theory data (ωB97M-V/def2-TZVPD) for 2 unconnected molecules or ions with the total composition C12H16N2O in a non-equilibrium geometry.

```
31
Properties=species:S:1:pos:R:3:forces:R:3:mulliken_charge:R:1
C -1.814444 -1.059530 -0.389381 0.21 0.65 -0.09 0.279
C -2.464243 -2.432308 -0.538663 0.00 -0.20 1.33 -1.342
C -1.406266 -0.478548 -1.703373 -0.09 -0.45 -0.46 0.434
C -1.644735 0.741819 -2.257408 0.16 0.40 0.59 -0.772
C -0.504299 -0.509447 -3.647343 0.12 0.00 -0.25 -0.278
N -0.704296 -1.257570 -2.603868 0.06 -0.13 0.20 -0.620
N -1.024073 0.729916 -3.486687 -0.26 0.21 -0.23 -0.067
H -2.418276 -0.299946 0.119330 -0.18 -0.33 0.10 0.282
H -0.902071 -1.154961 0.206380 -0.02 -0.09 0.04 0.036
H -1.917721 -2.980910 -1.296987 -0.32 -0.16 -0.24 0.381
H -2.061107 1.635166 -1.811197 -0.11 -0.14 -0.28 0.412
H 0.006897 -0.804609 -4.550288 0.00 -0.01 0.01 0.445
H -1.124519 1.423287 -4.209582 0.11 -0.02 0.13 0.194
H -3.550142 -2.441376 -0.652107 0.14 0.30 -0.69 0.280
H -2.345963 -2.976507 0.407762 0.21 0.00 -0.13 0.357
C -0.309645 1.685734 3.067393 -0.18 -0.19 -0.09 -1.389
C 0.687122 1.204847 0.817649 0.81 0.27 -0.40 -0.312
C 0.777155 1.106077 2.197894 -0.69 -0.39 0.12 0.383
C 1.714413 0.751942 -0.012011 -0.66 0.37 0.51 -0.535
C 1.853718 0.419483 2.734629 0.56 0.37 0.09 -0.547
C 2.763744 0.052526 0.548725 0.86 -0.01 -0.08 0.737
C 2.866685 -0.084815 1.927268 -0.37 0.06 0.08 -0.554
O 3.763912 -0.369151 -0.296000 0.03 -0.18 -0.10 -0.558
H -0.134057 1.728262 0.350139 -0.16 0.09 0.07 0.414
H 1.720898 1.060924 -1.044681 -0.02 -0.49 -0.28 0.393
H -0.346309 1.216900 4.051987 0.13 0.13 -0.01 0.366
H -1.280306 1.521079 2.605575 -0.15 -0.10 -0.07 0.313
H 1.984031 0.390986 3.810434 -0.11 -0.16 0.01 0.333
H 3.759920 -0.495102 2.384646 -0.06 -0.20 -0.13 0.329
H 4.280127 -1.088981 0.092676 -0.23 0.31 0.09 0.302
H -0.226152 2.764819 3.177104 0.21 0.10 0.14 0.305
```
Positions in Å, forces in eV/Å.

Computed properties:
Energy relative to the best compared isomer or geometry (same formula, charge and spin) ... 21.2 kcal per mole
SMILES ... CCc1c[nH]cn1.Cc1ccc(O)cc1
Max |F| ... 1.34 eV/A
Molar mass ... 204.27 g/mol
Kohn-Sham gap ... 9.2 eV
Charge ... 0
Calculated total energy ... -17731.206 eV
E_HOMO ... -8.36 eV



Density functional theory data (ωB97M-V/def2-TZVPD) for C5H6N2 in the gas phase in a non-equilibrium geometry.

```
13
Properties=species:S:1:pos:R:3:forces:R:3:mulliken_charge:R:1
N 1.110911 -2.685876 0.165100 -0.90 0.99 -0.60 -0.434
C 0.480914 -1.844534 -0.325743 0.40 -0.41 0.23 0.217
C -0.209410 -0.667202 -0.988067 -0.08 0.19 -0.05 0.100
C -1.213714 -0.037024 -0.024997 -0.11 0.01 0.62 -0.264
C -0.821034 0.866990 0.923017 -1.26 0.04 -0.37 -0.571
C 1.275071 0.741578 -0.078211 1.05 -0.08 -1.11 -0.760
N 0.633533 0.490653 -1.161398 0.55 0.03 0.38 -0.450
H -0.648446 -1.035074 -1.927441 0.15 0.30 0.30 0.337
H -2.261616 -0.337295 -0.076971 0.36 -0.78 0.65 0.356
H -0.288162 1.797205 0.729679 0.56 -0.77 0.27 0.322
H -1.278667 0.838822 1.905632 -0.84 0.35 -0.24 0.310
H 1.698391 1.730579 0.053109 0.31 0.01 -0.13 0.520
H 1.554893 -0.019373 0.655883 -0.19 0.10 0.09 0.318
```
Positions in Å, forces in eV/Å.

Computed properties:
Energy relative to the best compared isomer or geometry (same formula, charge and spin) ... 87.0 kcal per mole
SMILES ... C=C[C@H](C#N)N=C
Max |F| ... 1.53 eV/A
Molar mass ... 94.12 g/mol
Kohn-Sham gap ... 9.9 eV
Charge ... 0
Calculated total energy ... -8258.586 eV
E_HOMO ... -9.83 eV



Question: Which formula does entry 2 have?
Answer: C28H27N6O4Os